[1]
C7H9F5KN2O14S4 | ωB97M-V/def2-TZVPD

Geometry as XYZ:
```
42
Properties=species:S:1:pos:R:3:mulliken_charge:R:1
K -0.289 0.612 -0.903 0.969
S -1.872 0.374 -4.243 1.112
S 3.142 1.021 0.112 0.978
S -0.128 -1.334 -3.843 1.117
S 2.743 3.350 -0.100 0.996
F 1.327 -1.490 -3.060 -0.307
F -1.737 1.938 -4.640 -0.273
F -0.344 4.054 2.377 -0.262
F 1.846 4.185 -1.096 -0.265
F 2.301 -0.354 -0.099 -0.297
O -2.916 0.308 -3.227 -0.563
O -0.380 -4.035 0.775 -0.310
O 3.110 1.099 1.530 -0.550
O -2.880 3.705 1.118 -0.284
O -1.032 4.760 0.428 -0.206
O 4.304 0.481 -0.555 -0.627
O 4.076 3.785 -0.637 -0.617
O 2.235 3.723 1.211 -0.505
O 0.410 -2.946 2.441 -0.293
O -1.821 3.067 -0.810 -0.500
O -0.301 -1.754 0.801 -0.535
O -2.180 -0.153 -5.550 -0.576
O 0.284 -1.848 -5.129 -0.632
O -1.098 -2.129 -3.118 -0.563
N 2.172 1.866 -0.755 -0.097
N -0.208 0.166 -3.601 -0.228
C -2.626 4.790 1.945 -0.427
C -1.940 3.792 0.115 0.519
C 0.245 -6.249 1.443 -1.474
C 0.409 -4.275 2.867 -0.451
C -0.327 -4.990 1.833 0.464
C -0.021 -2.859 1.209 0.557
C -1.067 5.006 1.738 0.315
H -2.876 4.363 2.916 0.264
H -0.575 5.937 2.022 0.280
H -0.027 -4.386 3.860 0.280
H 1.225 -6.060 1.004 0.348
H -0.305 -6.658 0.595 0.386
H -1.412 -5.002 1.940 0.291
H 1.412 -4.694 2.954 0.334
H -3.310 5.617 1.752 0.272
H 0.432 -6.780 2.377 0.362
```

## Properties
Orbital gap, hartree: 0.336
Charge: -1
E_HOMO, Eh: -0.26245


[2]
C7H9FN6O | ωB97M-V/def2-TZVPD

Geometry as XYZ:
```
24
Properties=species:S:1:pos:R:3:mulliken_charge:R:1
F -1.614 -4.252 -1.897 -0.307
O -4.237 -2.481 -0.851 -0.663
N 0.206 -1.272 -1.512 0.693
N -1.332 0.415 -0.698 -0.501
N 1.350 0.606 -1.126 0.499
N 0.717 -0.545 1.949 -0.611
N 1.378 -0.598 -1.610 -1.590
N -3.518 -0.371 -0.437 -0.021
C -1.929 -1.922 -1.192 0.533
C -3.306 -1.712 -0.843 -0.255
C 0.118 -2.594 -1.857 -0.751
C -1.174 -3.012 -1.669 0.366
C -2.570 0.593 -0.388 -0.323
C -1.016 -0.847 -1.106 0.763
C 2.344 1.441 -1.130 -0.353
H 0.976 -3.126 -2.209 0.488
H -0.173 -0.150 2.236 0.186
H 1.322 -0.554 2.759 0.233
H -4.474 -0.146 -0.192 0.242
H 0.553 -1.511 1.688 0.195
H -2.875 1.578 -0.064 0.408
H 3.290 1.154 -1.547 0.299
H 0.451 0.921 -0.715 0.225
H 2.206 2.412 -0.701 0.244
```

## Properties
Orbital gap, hartree: 0.284
Energy relative to the best compared isomer or geometry (same formula, charge and spin), eV: 0.430
E_HOMO, Eh: -0.26707


[3]
C7H9FNP | ωB97M-V/def2-TZVPD

Geometry as XYZ:
```
19
Properties=species:S:1:pos:R:3:mulliken_charge:R:1
P 2.150 -1.427 0.682 -0.043
F 2.505 1.156 -1.360 -0.275
N -1.044 0.014 1.358 -0.446
C -2.031 -0.445 -1.219 -0.505
C -2.330 -0.225 1.194 -0.112
C 1.197 0.256 0.590 0.065
C 1.988 1.416 -0.099 -0.566
C -2.849 -0.576 -0.071 -0.357
C -0.693 -0.120 -1.002 -0.236
C -0.213 0.055 0.310 -0.008
H -3.840 -0.892 -0.181 0.408
H -0.022 0.122 -1.811 0.381
H 2.065 -1.798 -0.683 0.035
H 1.084 0.552 1.749 0.305
H 3.388 -0.872 0.093 0.048
H 2.776 1.574 0.604 0.385
H 1.454 2.376 -0.063 0.357
H -3.106 -0.408 2.098 0.227
H -2.481 -0.758 -2.189 0.336
```

## Properties
Orbital gap, hartree: 0.371
Energy relative to the best compared isomer or geometry (same formula, charge and spin), eV: 0.221
E_HOMO, Eh: -0.33850
SMILES: FC[C@H](P)c1ccccn1


[4]
C7H9FO2 | ωB97M-V/def2-TZVPD

Geometry as XYZ:
```
19
Properties=species:S:1:pos:R:3:mulliken_charge:R:1
F 1.048 -0.756 -0.967 -0.340
O 0.459 -1.324 1.331 -0.319
O -1.103 0.302 1.533 -0.603
C 0.070 0.138 -0.570 1.400
C 0.527 1.606 -0.465 -0.539
C 1.677 2.116 -0.888 -0.989
C -0.245 -0.286 0.897 0.497
C -1.408 -0.735 -2.363 -0.918
C -1.215 0.109 -1.343 -0.302
C 0.175 -1.639 2.712 -0.772
H 0.762 -2.566 2.762 0.238
H -0.835 -1.564 -2.807 0.274
H -1.795 0.936 -0.856 0.276
H -0.044 2.271 0.039 0.397
H 1.899 3.076 -0.691 0.311
H -2.274 -0.686 -2.884 0.340
H 0.797 -0.910 3.154 0.353
H 2.407 1.596 -1.342 0.357
H -0.902 -1.682 2.748 0.340
```

## Properties
Orbital gap, hartree: 0.397
Energy relative to the best compared isomer or geometry (same formula, charge and spin), eV: 1.304
E_HOMO, Eh: -0.36460
SMILES: C=CC(F)(C=C)C(=O)OC


[5]
C7H9IN3O | ωB97M-V/def2-TZVPD

Geometry as XYZ:
```
21
Properties=species:S:1:pos:R:3:mulliken_charge:R:1
I -3.076 3.564 -2.358 0.494
O -0.896 1.479 -2.340 -0.558
N -1.737 1.241 -1.458 1.273
N -2.734 2.040 -1.263 -0.832
N -1.673 0.071 -0.719 -0.326
C 2.575 -0.439 1.815 -0.677
C -0.699 -0.920 -0.992 -1.448
C 1.512 0.013 -0.317 -0.522
C 0.495 -0.838 -0.019 0.975
C 2.534 0.246 0.598 -0.378
C 1.546 -1.267 2.109 -0.144
C 0.451 -1.524 1.258 -0.687
H 3.075 1.065 0.246 0.389
H -1.991 0.071 0.179 0.368
H 1.505 -1.718 3.143 0.288
H 3.254 -0.207 2.638 0.356
H -3.538 1.353 0.028 0.502
H -0.474 -0.882 -2.006 0.556
H -0.464 -2.045 1.440 0.412
H 1.433 0.547 -1.214 0.482
H -1.097 -1.852 -0.768 0.480
```

## Properties
Orbital gap, hartree: 0.203
Charge: +1
Energy relative to the best compared isomer or geometry (same formula, charge and spin), eV: 2.870
E_HOMO, Eh: -0.45431


[6]
C7H9N | ωB97M-V/def2-TZVPD

Geometry as XYZ:
```
17
Properties=species:S:1:pos:R:3:mulliken_charge:R:1
N 2.703 -0.750 -0.588 -0.677
C -0.372 0.567 0.815 0.403
C 1.673 -0.013 -0.581 0.038
C -1.912 0.127 -0.864 -0.405
C -1.758 -1.104 -0.038 -0.264
C -1.128 1.083 -0.390 -0.822
C 1.147 0.802 0.595 -0.834
C -0.820 -0.860 0.903 -0.865
H 1.326 1.859 0.401 0.337
H -2.334 -2.035 -0.181 0.411
H 1.739 0.548 1.515 0.369
H -0.736 1.104 1.699 0.464
H 1.068 0.021 -1.495 0.411
H 3.163 -0.692 0.328 0.246
H -0.477 -1.552 1.678 0.364
H -1.052 2.092 -0.785 0.380
H -2.600 0.288 -1.679 0.446
```

## Properties
Orbital gap, hartree: 0.361
Energy relative to the best compared isomer or geometry (same formula, charge and spin), eV: 1.701
E_HOMO, Eh: -0.32617
SMILES: [H]/N=C\CC1C=CC=C1


[7]
C7H9N | ωB97M-V/def2-TZVPD

Geometry as XYZ:
```
17
Properties=species:S:1:pos:R:3:mulliken_charge:R:1
N -1.650 -0.676 -0.119 -0.393
C 1.576 1.374 -0.029 -0.899
C 2.071 -1.075 -0.013 -0.429
C 0.161 0.955 0.035 0.056
C 2.468 0.224 0.018 -0.248
C -2.641 0.327 0.006 -0.927
C -0.263 -0.367 -0.046 0.468
C 0.687 -1.403 -0.021 -0.193
H 0.205 -2.474 -0.247 0.215
H 3.634 0.512 -0.073 0.165
H 2.886 -1.864 0.047 0.279
H -3.638 -0.125 -0.013 0.318
H -2.415 0.956 0.944 0.295
H -0.559 2.045 -0.108 0.090
H -1.859 -1.503 0.704 0.280
H 1.798 2.311 -0.078 0.577
H -2.461 0.783 -1.007 0.346
```

## Properties
Orbital gap, hartree: 0.336
Energy relative to the best compared isomer or geometry (same formula, charge and spin), eV: 3.116
E_HOMO, Eh: -0.29953
SMILES: CNc1ccccc1


[8]
C7H9N | ωB97M-V/def2-TZVPD

Geometry as XYZ:
```
17
Properties=species:S:1:pos:R:3:mulliken_charge:R:1
N 1.154 0.511 -0.541 -0.649
C 0.793 0.732 0.925 -0.181
C -0.318 0.444 -0.839 1.006
C -1.078 1.608 -1.192 -0.816
C 0.181 -1.608 0.257 -0.814
C -0.602 -0.970 -0.939 -0.766
C 1.262 -0.594 0.453 0.005
C -0.718 1.020 0.708 -0.937
H 1.343 1.426 1.465 0.374
H -0.398 -1.763 1.176 0.315
H -0.352 2.416 -1.247 0.291
H -1.564 0.556 1.100 0.403
H -0.680 2.136 0.801 0.347
H 0.609 -2.616 -0.047 0.308
H 2.250 -0.751 0.737 0.501
H -0.158 -1.336 -1.878 0.328
H -1.725 -1.209 -0.938 0.285
```

## Properties
Orbital gap, hartree: 0.342
Energy relative to the best compared isomer or geometry (same formula, charge and spin), eV: 6.009
E_HOMO, Eh: -0.30930


[9]
C7H9N | ωB97M-V/def2-TZVPD

Geometry as XYZ:
```
17
Properties=species:S:1:pos:R:3:mulliken_charge:R:1
N 0.799 -0.512 2.083 -0.602
C -0.779 -0.152 -0.163 0.607
C 1.365 -0.288 0.918 -0.451
C -1.381 -0.338 1.078 -0.501
C 0.636 0.085 -0.250 0.412
C 1.165 1.321 -0.979 -1.237
C -1.187 -0.648 -1.469 -1.097
C -0.543 -0.418 2.176 -0.254
H -0.950 -0.567 3.169 0.389
H 2.200 1.173 -1.291 0.355
H 0.565 1.537 -1.861 0.413
H 0.155 -0.506 -1.736 0.254
H 2.452 -0.287 0.911 0.379
H -2.439 -0.547 1.166 0.388
H -2.138 -0.309 -1.879 0.340
H 1.136 2.180 -0.304 0.306
H -1.056 -1.722 -1.566 0.300
```

## Properties
Orbital gap, hartree: 0.334
Energy relative to the best compared isomer or geometry (same formula, charge and spin), eV: 3.616
E_HOMO, Eh: -0.31969


[10]
C7H9N2 | ωB97M-V/def2-TZVPD

Geometry as XYZ:
```
18
Properties=species:S:1:pos:R:3:mulliken_charge:R:1
N -0.805 2.148 2.192 -0.468
N 0.896 0.418 -0.601 -0.044
C -1.509 -0.424 -0.311 -0.537
C -0.828 -1.194 -1.111 -0.112
C 0.621 -0.861 -1.292 -0.658
C 0.166 -0.032 1.832 -0.539
C -0.085 0.650 0.475 0.606
C -0.325 0.890 2.703 -0.324
C -0.770 1.967 0.905 -0.536
H 0.988 -0.530 -2.279 0.393
H 1.336 -1.645 -1.055 0.354
H -1.254 -1.981 -1.762 0.396
H -1.222 2.658 0.214 0.424
H -2.443 -0.418 0.228 0.437
H 0.945 1.249 -1.303 0.455
H 0.544 -1.078 2.026 0.335
H -0.442 0.624 3.745 0.413
H 1.771 0.395 -0.155 0.404
```

## Properties
Orbital gap, hartree: 0.335
Charge: +1
Energy relative to the best compared isomer or geometry (same formula, charge and spin), eV: 4.110
E_HOMO, Eh: -0.49212


[11]
C7H9N2 | ωB97M-V/def2-TZVPD

Geometry as XYZ:
```
18
Properties=species:S:1:pos:R:3:mulliken_charge:R:1
N -0.596 0.925 0.734 0.411
N -0.255 1.980 0.114 -0.827
C -0.819 -1.496 0.306 -0.506
C 0.439 1.958 -0.931 -0.055
C -0.989 -0.213 1.076 1.218
C 1.168 -0.552 -0.905 -1.153
C 0.052 -1.650 -0.649 0.000
C -1.314 -0.428 2.509 -1.218
C 0.770 0.777 -1.751 -0.445
H -2.144 0.274 2.773 0.354
H 0.128 -2.613 -1.259 0.373
H 1.475 -0.442 0.074 0.622
H 1.524 0.745 -2.582 0.367
H 0.856 2.858 -1.412 0.389
H -1.664 -1.445 2.602 0.380
H -0.553 -0.166 3.150 0.371
H -0.105 0.565 -2.366 0.361
H 2.029 -1.078 -1.483 0.358
```

## Properties
Orbital gap (alpha / beta), hartree: 0.294 / 0.320
Charge: +1
Energy relative to the best compared isomer or geometry (same formula, charge and spin), eV: 7.361
E_HOMO (alpha / beta), Eh: -0.52273 / -0.53388


[12]
C7H9N2O | ωB97M-V/def2-TZVPD

Geometry as XYZ:
```
19
Properties=species:S:1:pos:R:3:mulliken_charge:R:1
O -0.858 -2.000 0.222 -0.395
N -0.665 0.236 -0.493 0.060
N 1.118 -2.200 1.254 -0.497
C -0.182 -0.870 0.028 0.762
C 1.154 1.514 0.310 -0.808
C 0.027 -2.747 0.966 -0.167
C -2.110 0.445 -0.901 -0.921
C 1.122 -0.935 0.683 0.260
C 0.276 1.221 -0.878 -0.670
C 1.774 0.238 0.804 -0.332
H -2.467 -0.446 -1.145 0.418
H 1.926 2.092 0.110 0.527
H -0.184 -3.721 1.107 0.487
H -0.247 2.060 -1.191 0.495
H 1.020 0.787 -1.582 0.305
H 0.458 1.859 1.087 0.300
H -2.148 1.263 -1.729 0.317
H -2.635 0.978 -0.057 0.342
H 2.622 0.226 1.405 0.517
```

## Properties
Orbital gap, hartree: 0.322
Charge: +1
Energy relative to the best compared isomer or geometry (same formula, charge and spin), eV: 2.361
E_HOMO, Eh: -0.50951
SMILES: C[N+]1=c2ocnc2=CCC1